{
  "formula": "C52H150N26O8P8",
  "method": "the ωB97M-V functional and the def2-TZVPD basis",
  "elements": ["C", "N", "C", "P", "O", "N", "C", "C", "N", "C", "C", "H", "H", "H", "H", "H", "H", "H", "H", "H", "H", "H", "H", "H", "H", "H", "H", "H", "H", "C", "N", "C", "P", "O", "N", "C", "C", "N", "C", "C", "H", "H", "H", "H", "H", "H", "H", "H", "H", "H", "H", "H", "H", "H", "H", "H", "H", "H", "C", "N", "C", "P", "O", "N", "C", "C", "N", "C", "C", "H", "H", "H", "H", "H", "H", "H", "H", "H", "H", "H", "H", "H", "H", "H", "H", "H", "H", "C", "N", "C", "P", "O", "N", "C", "C", "N", "C", "C", "H", "H", "H", "H", "H", "H", "H", "H", "H", "H", "H", "H", "H", "H", "H", "H", "H", "H", "C", "N", "C", "P", "O", "N", "C", "C", "N", "C", "C", "H", "H", "H", "H", "H", "H", "H", "H", "H", "H", "H", "H", "H", "H", "H", "H", "H", "H", "C", "N", "C", "P", "O", "N", "C", "C", "N", "C", "C", "H", "H", "H", "H", "H", "H", "H", "H", "H", "H", "H", "H", "H", "H", "H", "H", "H", "H", "C", "N", "C", "P", "O", "N", "C", "C", "N", "C", "C", "H", "H", "H", "H", "H", "H", "H", "H", "H", "H", "H", "H", "H", "H", "H", "H", "H", "H", "C", "N", "C", "P", "O", "N", "C", "C", "N", "C", "C", "H", "H", "H", "H", "H", "H", "H", "H", "H", "H", "H", "H", "H", "H", "H", "H", "H", "H", "C", "C", "N", "H", "H", "H", "C", "C", "N", "H", "H", "H"],
  "positions_angstrom": [[0.7656, -8.8680, 0.5338], [1.1336, -8.0902, -0.6236], [0.7080, -6.6625, -0.5440], [1.3042, -8.8685, -2.2215], [1.9449, -7.9914, -3.2468], [2.1332, -10.3385, -1.9959], [3.5361, -10.1617, -1.5634], [2.0613, -11.4234, -2.9696], [-0.3044, -9.3393, -2.5061], [-1.0268, -10.2317, -1.6931], [-1.0780, -8.7179, -3.6225], [-0.2889, -9.1336, 0.4585], [0.8103, -8.2249, 1.4127], [1.3951, -9.7130, 0.8125], [0.2854, -6.3653, 0.4158], [-0.0453, -6.5697, -1.3262], [1.5865, -6.0183, -0.5793], [3.6340, -9.4189, -0.7717], [4.0548, -11.0223, -1.1409], [4.0233, -9.7171, -2.4312], [1.0237, -11.7436, -3.0635], [2.3377, -11.1013, -3.9736], [2.6735, -12.2958, -2.7407], [-1.9640, -9.8760, -1.2650], [-1.1544, -11.1312, -2.2955], [-0.3941, -10.6548, -0.9129], [-0.8684, -9.1772, -4.5885], [-0.8791, -7.6470, -3.6636], [-2.1512, -8.7821, -3.4433], [0.0861, 5.6866, -0.1870], [-1.2001, 5.1227, -0.5949], [-2.1112, 4.6190, 0.4575], [-1.4405, 4.7434, -2.2312], [-0.5016, 5.4213, -3.2018], [-1.3671, 3.0105, -2.3304], [-2.3717, 2.2355, -1.7036], [-0.3854, 2.2784, -3.1408], [-3.0845, 5.2028, -2.4514], [-3.8672, 4.7279, -3.5992], [-3.6148, 6.4222, -1.8757], [0.7751, 4.9174, 0.1617], [-0.1119, 6.4526, 0.5628], [0.4662, 6.1536, -1.0956], [-1.6535, 3.7869, 0.9925], [-3.0483, 4.2408, 0.0488], [-2.3444, 5.3346, 1.2459], [-3.3225, 2.7119, -1.4644], [-2.5882, 1.3797, -2.3430], [-2.2452, 1.7689, -0.7267], [0.3819, 2.9741, -3.4804], [0.1792, 1.6104, -2.4904], [-0.8652, 1.7396, -3.9578], [-3.6224, 3.6676, -3.6626], [-4.9393, 4.9031, -3.5089], [-3.5257, 5.2297, -4.5045], [-2.8783, 6.8031, -1.1681], [-4.4941, 6.2986, -1.2436], [-3.7317, 7.2097, -2.6202], [-4.6041, 5.2718, 3.7818], [-5.6132, 5.3643, 2.7118], [-5.6057, 6.7000, 2.0641], [-6.0345, 4.0388, 1.7047], [-5.3537, 4.0206, 0.3752], [-5.5999, 2.6209, 2.6235], [-4.3960, 1.9156, 2.2924], [-6.3442, 2.1449, 3.8420], [-7.7799, 4.0713, 1.7341], [-8.5069, 4.3357, 2.9583], [-8.5691, 3.3617, 0.7227], [-5.0220, 4.7726, 4.6561], [-4.1504, 6.2406, 3.9909], [-3.7759, 4.6267, 3.4888], [-5.2620, 7.4684, 2.7566], [-6.6403, 6.9503, 1.8295], [-4.9800, 6.7399, 1.1725], [-4.3650, 0.8376, 2.4510], [-4.0453, 2.2023, 1.3010], [-3.5875, 2.2244, 2.9550], [-6.4152, 2.9898, 4.5270], [-7.3688, 1.8603, 3.6029], [-5.7601, 1.3820, 4.3568], [-9.0541, 3.4773, 3.3479], [-7.9422, 4.7931, 3.7708], [-9.2962, 5.0221, 2.6518], [-9.5326, 3.8417, 0.5514], [-8.7807, 2.3809, 1.1487], [-8.0096, 3.2491, -0.2059], [-9.3715, -4.7579, 1.3765], [-8.3723, -4.1910, 2.3196], [-8.1899, -4.9493, 3.5844], [-8.2126, -2.4602, 2.3582], [-9.4543, -1.6869, 2.7545], [-6.8262, -2.1503, 3.3990], [-7.1177, -1.7608, 4.7662], [-5.5334, -2.7443, 3.2403], [-7.6195, -2.1248, 0.7508], [-6.6837, -3.0094, 0.0178], [-7.4504, -0.6909, 0.4001], [-9.1959, -5.7688, 1.0086], [-9.4047, -4.0496, 0.5486], [-10.3467, -4.7695, 1.8632], [-9.0803, -4.7970, 4.1944], [-7.3963, -4.5563, 4.2199], [-8.0351, -6.0096, 3.3845], [-7.6551, -2.5508, 5.2907], [-6.1563, -1.5030, 5.2105], [-7.7088, -0.8451, 4.7534], [-5.5038, -3.6121, 3.8991], [-5.4172, -3.0764, 2.2086], [-4.7070, -2.1083, 3.5576], [-6.6018, -2.7559, -1.0391], [-5.6559, -3.0521, 0.3782], [-7.0129, -4.0473, 0.0660], [-8.2785, -0.0207, 0.6307], [-7.2354, -0.6051, -0.6651], [-6.6491, -0.1544, 0.9081], [5.0769, 7.2722, -6.3812], [5.2158, 6.0334, -5.5504], [5.4566, 4.7725, -6.2975], [5.3210, 6.0811, -3.7760], [5.5189, 7.4043, -3.0966], [3.8231, 5.1912, -3.3299], [3.5917, 3.8064, -3.6674], [2.6589, 5.9963, -2.9926], [6.5949, 4.9334, -3.3921], [7.9685, 5.1163, -3.9121], [6.6113, 4.2884, -2.0552], [4.4052, 7.9283, -5.8276], [4.5973, 7.1325, -7.3500], [6.0750, 7.7102, -6.3839], [4.7755, 4.5801, -7.1265], [5.2496, 3.8950, -5.6850], [6.4731, 4.7428, -6.6900], [4.4533, 3.1390, -3.6851], [3.1332, 3.4092, -2.7618], [2.9126, 3.6725, -4.5094], [2.0872, 6.3381, -3.8554], [2.0945, 5.3936, -2.2810], [2.9950, 6.9321, -2.5460], [8.1140, 5.4802, -4.9292], [8.6054, 5.6991, -3.2466], [8.3524, 4.1004, -4.0047], [5.5647, 4.1893, -1.7673], [7.0343, 5.0583, -1.4099], [7.1111, 3.3197, -2.0606], [8.9117, -1.6111, -0.1931], [8.2725, -1.5507, -1.6243], [9.2986, -1.7631, -2.6497], [7.1234, -0.3234, -1.8997], [7.7631, 1.0257, -1.8650], [6.3822, -0.6923, -3.3807], [6.0620, -2.0689, -3.8946], [5.5707, 0.3879, -4.0547], [5.9367, -0.5188, -0.7043], [5.2261, -1.7487, -0.4355], [5.7443, 0.4764, 0.3394], [9.3063, -2.6223, -0.0931], [8.2286, -1.5004, 0.6490], [9.7727, -0.9595, -0.0445], [8.9063, -1.8279, -3.6647], [9.8276, -2.6732, -2.3668], [9.9778, -0.9106, -2.6446], [6.6713, -2.9332, -3.6300], [5.1023, -2.3784, -3.4808], [5.8973, -2.1209, -4.9708], [5.2624, 0.0706, -5.0508], [4.7044, 0.6339, -3.4405], [6.2822, 1.2133, -4.0798], [4.1468, -1.6167, -0.3601], [5.5400, -2.5499, -1.1047], [5.6266, -2.0962, 0.5168], [4.7705, 0.4404, 0.8280], [5.8511, 1.5353, 0.1042], [6.5117, 0.2357, 1.0751], [-0.0981, -1.5968, 2.5133], [-0.9257, -1.4354, 1.3038], [-2.3465, -1.8537, 1.3931], [-0.3122, -1.1265, -0.2645], [-1.3009, -0.8227, -1.3382], [0.9142, 0.0870, -0.0034], [2.0336, 0.1361, -0.8915], [0.5462, 1.3512, 0.5074], [0.6380, -2.5354, -0.5686], [1.7742, -2.9661, 0.2122], [0.3761, -3.2750, -1.8344], [-0.5888, -1.0101, 3.2899], [0.8925, -1.1525, 2.4157], [-0.1351, -2.6549, 2.7724], [-3.0112, -1.1361, 0.9121], [-2.6512, -1.9421, 2.4359], [-2.5016, -2.7877, 0.8529], [2.0438, 0.9510, -1.6154], [2.9903, 0.3084, -0.3985], [1.9845, -0.7588, -1.5118], [1.3781, 1.9659, 0.8513], [0.0700, 1.9132, -0.2959], [-0.1065, 1.2844, 1.3778], [1.5900, -3.8203, 0.8638], [2.5886, -3.3239, -0.4177], [2.0049, -2.0630, 0.7772], [1.2648, -3.5330, -2.4104], [-0.3700, -2.7712, -2.4489], [-0.1849, -4.2048, -1.7403], [5.2192, 0.7865, 6.5239], [3.9500, 0.6267, 5.7551], [3.3408, -0.7461, 6.0097], [2.9653, 1.9983, 5.4258], [1.6581, 1.7494, 4.7943], [2.8761, 2.8384, 6.9147], [2.3014, 4.2346, 6.9871], [2.5241, 2.0662, 8.1282], [3.9561, 2.9592, 4.4148], [4.1512, 2.5941, 3.0178], [5.0940, 3.7582, 4.8988], [5.9122, 1.2818, 5.8437], [5.6814, -0.1565, 6.8156], [5.1695, 1.4331, 7.4000], [2.4703, -0.8288, 5.3590], [3.0743, -0.8946, 7.0562], [4.0943, -1.4893, 5.7489], [1.2337, 4.0846, 7.1473], [2.7841, 4.6082, 7.8902], [2.6007, 4.8010, 6.1053], [3.0893, 1.1370, 8.2004], [2.5150, 2.6470, 9.0505], [1.5120, 1.6657, 8.0698], [4.7709, 3.2918, 2.4544], [4.7494, 1.6835, 2.9862], [3.1559, 2.5009, 2.5835], [5.0765, 3.8353, 5.9860], [5.1462, 4.7702, 4.4974], [5.9950, 3.1899, 4.6682], [-3.9295, -3.9593, -1.5665], [-3.2235, -4.9667, -2.3693], [-2.6971, -5.8038, -2.9338], [-4.9939, -4.0947, -1.7582], [-3.5591, -2.9792, -1.8671], [-3.8814, -4.2089, -0.5065], [-1.6713, -1.2990, -5.1833], [-2.8573, -1.5141, -6.0245], [-3.7587, -1.7251, -6.6977], [-0.8708, -0.6560, -5.5492], [-1.2105, -2.2514, -4.9213], [-2.0817, -0.8289, -4.2896]],
  "forces_ev_per_a": [[-0.63, 0.49, 0.66], [1.79, -0.65, -0.89], [0.54, -1.21, -0.60], [-1.11, 0.54, 1.10], [-1.08, -0.51, 1.05], [0.48, -0.10, 1.70], [-0.20, 1.43, -0.13], [-1.27, 0.44, -0.78], [1.04, 2.13, -1.78], [0.63, -2.18, 0.28], [0.54, 0.14, 0.46], [-0.06, -0.53, 0.34], [0.17, 0.19, 0.05], [0.00, -0.21, -0.67], [-0.39, -0.75, 0.11], [0.14, 1.02, -0.05], [-0.11, 0.18, -0.91], [-0.41, 0.23, 0.01], [-0.45, -0.46, -0.56], [0.84, -0.33, 0.06], [-0.03, -0.18, 0.09], [0.31, 0.17, -0.17], [0.02, 0.28, 0.54], [0.00, 0.19, -0.14], [-1.05, -0.32, -0.09], [-0.03, 0.42, 0.25], [0.10, -0.05, -0.02], [0.17, -0.14, -0.21], [0.08, -0.26, 0.27], [-0.99, -0.05, -0.76], [-0.80, 0.00, -0.42], [0.64, -0.46, -0.46], [-0.46, 0.10, -0.58], [-0.78, -1.24, 1.67], [0.26, 2.41, -0.31], [-1.71, -1.51, 0.40], [0.16, 0.90, 0.91], [0.09, -0.67, 0.45], [1.41, -0.32, 0.21], [1.28, 0.43, 0.82], [0.16, 0.04, 0.25], [0.31, -0.03, 0.18], [0.38, 0.11, 0.29], [0.24, -0.31, 0.04], [0.07, 0.33, -0.10], [0.05, 0.59, -0.27], [-0.05, 0.76, -0.84], [-0.24, -0.12, -0.14], [1.37, -0.05, 0.32], [-0.33, 0.17, -0.44], [-0.30, -0.50, -0.08], [0.08, -0.05, -0.09], [-0.49, -0.13, -0.47], [0.11, -0.14, 0.45], [-0.05, -0.01, -0.28], [0.16, 0.15, -0.05], [-0.45, -0.40, -0.47], [-0.32, -0.02, -0.16], [0.15, -1.38, -0.63], [0.12, 0.35, -0.41], [-0.75, -0.48, 0.07], [-0.55, -1.08, 1.60], [-1.10, 0.05, 0.90], [-1.47, 0.50, -0.33], [1.47, 0.61, 0.30], [0.62, 1.58, -0.98], [2.68, 0.40, -0.38], [-0.86, 0.58, -0.39], [0.65, -0.35, 0.78], [-0.06, 0.45, 0.29], [-0.46, -0.06, 0.18], [0.26, -0.06, -0.14], [0.02, -0.23, 0.11], [0.05, 0.13, -0.39], [-0.02, -0.06, -0.12], [-0.89, -0.22, -0.44], [-0.25, -0.35, -0.14], [0.42, 0.29, 0.29], [-0.10, -0.02, 0.30], [0.17, -0.47, -0.02], [-0.22, -0.18, -0.30], [0.25, -0.48, 0.03], [0.26, -0.07, -0.37], [-0.21, 0.37, 0.38], [0.12, 0.31, -0.07], [-0.23, -0.41, -0.32], [-0.06, 0.12, 0.09], [-0.02, 1.21, 0.79], [0.93, 0.52, -0.10], [-0.77, 1.03, -0.29], [0.79, -0.35, -0.26], [2.52, -1.09, -0.64], [-2.42, 0.61, -1.17], [-0.09, 0.57, -0.49], [-0.38, -1.03, -0.25], [-0.16, 0.27, 0.76], [-0.48, -0.37, 0.47], [0.12, 0.20, 0.09], [0.65, 0.04, 0.18], [-0.23, -0.27, -0.20], [-0.26, 0.02, -0.08], [-0.33, -0.48, 0.15], [0.31, -0.05, -0.49], [0.03, 0.11, -0.06], [0.16, 0.08, 0.50], [-0.12, -0.22, 0.43], [-0.23, -0.15, 0.19], [0.46, -0.48, -0.04], [0.31, 0.05, 0.30], [-0.13, 0.41, -0.21], [-0.43, 0.39, 0.04], [0.11, 0.51, 0.24], [-0.27, 0.05, 0.06], [-0.64, -0.73, -0.05], [-0.17, -0.13, -0.03], [0.66, -0.48, 0.27], [0.30, -0.51, 2.13], [-0.12, -0.24, 0.62], [-0.17, 0.31, 0.76], [-0.32, -2.35, -0.66], [-0.93, -1.28, -1.38], [3.52, 1.81, -0.32], [-0.40, 0.01, 1.24], [0.79, 0.08, 0.00], [-1.22, 0.67, -1.42], [-0.44, -0.86, -0.03], [-0.87, 1.53, -0.85], [0.16, 0.29, -0.03], [0.44, -0.48, 0.00], [-0.18, 0.48, -0.82], [-0.24, 0.80, -0.22], [0.52, 0.20, 0.35], [0.16, -0.21, -0.01], [0.48, 0.65, -0.69], [-0.86, -0.32, 0.03], [0.10, -0.16, -0.24], [-0.46, -0.59, -0.12], [-0.48, 0.37, -0.19], [0.12, -0.15, 0.42], [-0.83, 0.51, 0.03], [-0.01, 0.07, 0.15], [0.41, -0.09, 0.37], [0.03, -0.27, 0.20], [0.42, -0.54, 0.69], [0.17, 0.17, 0.00], [-0.54, -0.66, -1.71], [-0.54, 0.04, 1.64], [0.01, 0.45, 0.55], [0.24, -0.11, 0.12], [-1.13, -0.57, -0.08], [0.44, -1.28, -0.88], [-1.09, 0.25, 0.95], [1.48, -0.72, 1.33], [-0.17, 1.28, -1.40], [1.21, -0.35, 0.37], [0.84, 0.03, 0.74], [-0.04, -0.14, -0.15], [-0.41, 0.33, -0.49], [-0.20, 0.46, -0.37], [-0.29, -0.20, 0.22], [0.14, -0.01, -0.33], [0.39, -0.03, -0.06], [0.86, 0.69, 0.25], [-0.45, 0.05, 0.05], [0.43, 0.57, -0.10], [0.17, 0.00, 0.13], [-0.19, 0.13, -0.11], [-0.52, 0.43, -0.33], [0.13, -0.07, -0.23], [-0.39, 0.21, -0.41], [-0.42, -0.29, 0.56], [-0.13, -0.60, -0.18], [0.35, -0.23, -0.79], [-0.12, 0.40, 0.74], [-1.24, 0.42, -0.51], [-0.36, 1.31, -1.49], [0.76, 0.35, -0.38], [2.08, -0.45, 1.31], [0.38, -0.69, 1.07], [-0.75, -2.33, 0.29], [0.29, -0.20, -1.12], [-0.88, 1.40, 0.42], [-1.45, 0.08, -2.31], [-0.50, 0.50, 0.11], [-0.95, -0.02, 0.29], [0.02, -0.13, 0.33], [-0.03, -0.41, -0.26], [0.63, -0.02, 0.32], [0.11, 0.24, 0.03], [0.18, -0.11, -0.04], [-0.05, -0.37, 0.26], [-0.70, 0.44, -0.12], [0.05, -0.59, 0.39], [0.71, -0.15, 0.14], [0.47, -0.33, -0.07], [-0.33, 0.50, 0.16], [-0.26, -0.14, -0.14], [-0.43, 0.06, 0.35], [0.19, 0.51, -0.27], [0.85, -0.47, 0.34], [0.25, 0.39, 0.09], [0.54, 0.80, -0.11], [0.34, -0.50, 0.86], [-0.06, 0.93, -1.17], [-0.85, -1.25, 1.20], [0.34, 1.67, -0.63], [1.51, 0.79, 0.47], [0.22, -0.77, -0.16], [0.45, 0.12, -0.29], [0.93, -2.19, 0.26], [-0.66, -0.70, -1.07], [-0.04, 1.22, 1.16], [-0.43, -0.59, 0.44], [-0.22, -1.00, 0.82], [0.30, -0.04, 0.11], [-0.42, -0.14, -0.18], [-0.39, -0.07, 0.17], [0.00, -0.19, 0.18], [-0.17, 0.05, 0.08], [-0.09, 0.00, -0.15], [-0.17, 0.75, -0.28], [-0.29, 0.63, -0.10], [-0.38, 0.00, 0.12], [0.57, 0.39, 0.22], [0.66, 0.19, -0.20], [-0.54, 0.21, -0.19], [-0.39, 0.58, 0.30], [-0.28, -0.58, -0.29], [0.28, -0.33, -0.43], [-0.17, 0.05, 0.01], [-0.17, -0.12, -0.33], [0.44, 0.34, -0.18], [-0.28, -0.81, -0.53], [-0.63, 0.71, 1.12], [0.61, -0.72, -0.68], [0.01, 0.38, -0.46], [-0.22, 0.13, 0.51], [0.70, 0.32, -0.02], [-0.53, -0.01, 0.60], [1.19, 0.05, -0.33], [-0.39, 0.00, -0.06], [-0.45, 0.06, -0.54], [-0.20, -0.04, 0.05], [0.40, -0.07, 0.37]],
  "gap_ev": 7.8,
  "e_lumo_ev": 0.172,
  "largest_force_ha_per_bohr": 0.077,
  "energy_ha": -6827.8444,
  "homo_energy_ev": -7.612,
  "mol_weight_g_mol": 1515.74,
  "charge": 0
}